Version i
Density functional theory data (ωB97M-V/def2-TZVPD) for 12 unconnected molecules or ions with the total composition H24O12.

spin multiplicity: 2
net charge: +1
HOMO-LUMO gap (spin up / spin down): 0.3885 / 0.0929 Ha

Atoms and positions in Å:
O1 2.28749 0.03776 1.13874
H1 1.95394 0.89156 0.84054
H2 2.80562 -0.17209 0.48248
O2 -2.40141 -3.81099 -1.68078
H3 -2.81761 -3.26791 -1.09929
H4 -1.59986 -3.74633 -2.21859
O3 4.66826 -0.84175 -0.87656
H5 4.27534 -0.57747 -1.71389
H6 4.25661 -0.55975 -0.11198
O4 -0.26468 -1.72346 -1.97121
H7 -0.89173 -1.26507 -2.64936
H8 0.50298 -1.33787 -1.53344
O5 -0.65220 -1.90964 1.60436
H9 -0.40757 -2.40599 2.42923
H10 -0.37195 -1.03033 2.03911
O6 -0.27720 3.08080 2.10130
H11 0.60296 3.02106 1.65788
H12 -0.36536 3.88787 2.44926
O7 -3.27752 -1.56943 0.74580
H13 -2.55885 -1.31684 0.42682
H14 -3.06639 -2.41518 1.14776
O8 1.84585 3.00403 -0.21253
H15 1.63565 3.72507 -0.80370
H16 2.82575 3.19204 0.05802
O9 -2.13644 1.65413 -0.94069
H17 -1.40513 1.82128 -0.22689
H18 -1.91152 0.99215 -1.48753
O10 -2.14600 0.00759 3.97698
H19 -1.89967 -0.27644 3.11463
H20 -2.83329 0.57660 3.51766
O11 -0.40224 3.37066 -1.94591
H21 -1.27390 3.03830 -2.01067
H22 -0.12324 3.22186 -2.92283
O12 2.42926 -1.53573 -1.75424
H23 3.33820 -1.90481 -1.52021
H24 1.94358 -2.20343 -1.34702

***

Version ii
Density functional theory data (ωB97M-V/def2-TZVPD) for 12 unconnected molecules or ions with the total composition H24O12.

spin multiplicity: 2
net charge: +1
HOMO-LUMO gap (spin up / spin down): 0.4203 / 0.0800 Ha

Atoms and positions in Å:
O1 -3.50327 -2.14743 -0.67037
H1 -4.03600 -1.35293 -0.77323
H2 -3.60408 -2.66976 -1.46225
O2 0.47929 -0.52433 -3.28428
H3 0.68160 -0.70985 -4.22709
H4 -0.24068 -1.10931 -2.95914
O3 -1.00612 -2.38793 -0.77038
H5 -0.26813 -1.94266 -0.32085
H6 -1.71355 -2.79081 -0.27313
O4 -0.99839 1.28703 -1.09968
H7 -0.16226 1.34362 -0.56220
H8 -0.84215 0.94573 -2.03637
O5 0.47238 -1.02043 1.23477
H9 0.80380 -1.85481 0.96494
H10 0.10849 -1.05828 2.11345
O6 2.37834 -3.37575 0.83601
H11 2.12216 -4.11569 1.40869
H12 3.18903 -3.76895 0.49403
O7 0.02835 3.45849 2.04667
H13 0.03464 2.57067 2.39676
H14 -0.84941 3.79955 1.87424
O8 1.39270 1.09949 3.45249
H15 1.83447 1.94230 3.50752
H16 1.77031 0.45161 2.86073
O9 -2.67557 0.80225 -3.18899
H17 -2.35336 0.90669 -4.09110
H18 -2.27733 0.11366 -2.64078
O10 2.07530 4.71173 0.07799
H19 2.02270 4.32378 -0.83130
H20 1.92546 3.93252 0.63606
O11 -1.87826 -2.42126 3.20228
H21 -1.96145 -1.81811 2.47541
H22 -1.19687 -2.27375 3.84695
O12 2.78449 2.14584 -1.18673
H23 3.53274 1.64590 -1.49542
H24 1.93064 1.86121 -1.55569

***

Version iii
Density functional theory data (ωB97M-V/def2-TZVPD) for 12 unconnected molecules or ions with the total composition H24O12.

spin multiplicity: 2
net charge: +1
HOMO-LUMO gap (spin up / spin down): 0.3898 / 0.1065 Ha

Atoms and positions in Å:
O1 1.36984 0.21310 -3.31840
H1 1.00676 0.19563 -2.43290
H2 2.07715 0.85658 -3.27511
O2 -2.95091 0.02095 -2.06819
H3 -2.50341 0.83451 -1.83558
H4 -3.65517 0.29407 -2.65611
O3 1.35512 2.87385 -0.95608
H5 1.83381 2.46011 -0.23781
H6 0.44823 2.90812 -0.65176
O4 0.85201 -3.43588 2.74834
H7 0.74391 -2.62822 2.24612
H8 0.93444 -4.12146 2.08546
O5 -1.11471 -2.30681 -1.46853
H9 -1.88564 -1.73971 -1.45134
H10 -0.42136 -1.78141 -1.06922
O6 -3.38235 1.97670 1.08879
H11 -3.19923 1.09167 1.40408
H12 -4.23537 1.90705 0.66014
O7 2.33486 -0.68807 1.60965
H13 2.27732 -1.52943 1.15685
H14 2.53560 -0.91713 2.51710
O8 0.06705 -0.08794 -0.38491
H15 0.64441 -0.43582 0.29470
H16 -0.62015 0.37261 0.09663
O9 1.84634 -2.47950 -0.26491
H17 2.21170 -2.53492 -1.14790
H18 1.49572 -3.35381 -0.09496
O10 3.53353 1.67297 0.59799
H19 3.15015 0.82121 0.80717
H20 4.30016 1.46630 0.06339
O11 -2.32900 -0.53384 1.72323
H21 -1.46767 -0.61436 2.13293
H22 -2.93413 -0.91403 2.36003
O12 -1.07915 3.24181 -0.03143
H23 -1.35586 3.89415 -0.67496
H24 -1.88394 3.00091 0.42737

***

Stability, descending: version iii, version ii, version i

***

Version i
Density functional theory data (ωB97M-V/def2-TZVPD) for a single C9H11NO2 molecule.

HOMO-LUMO gap: 0.3600 Ha
structure (SMILES): CNC(=O)Oc1cccc(C)c1

Atoms and positions in Å:
C1 2.13608 -0.75154 3.82012
N1 1.03957 -0.20360 3.03843
C2 0.90398 -0.28966 1.65050
O1 1.71801 -0.79679 0.88209
O2 -0.16058 0.24320 1.27254
C3 -0.47147 0.50399 -0.08604
C4 -1.30799 1.63198 -0.39191
C5 -1.73447 1.82217 -1.73911
C6 -1.39055 0.92378 -2.71939
C7 -0.73219 -0.26647 -2.40066
C8 -0.51410 -1.47314 -3.34182
C9 -0.32824 -0.48408 -1.03463
H1 1.69054 -1.78271 4.29575
H2 2.57179 -0.10123 4.64456
H3 2.89138 -1.02615 3.02827
H4 0.04842 -0.21313 3.40288
H5 -1.49289 2.40660 0.36478
H6 -2.35424 2.70957 -1.74991
H7 -1.56080 1.28691 -3.71371
H8 -1.34148 -1.86629 -4.06828
H9 -0.30885 -2.43441 -2.72871
H10 0.51994 -1.42054 -3.72844
H11 0.23343 -1.40687 -0.79558

***

Version ii
Density functional theory data (ωB97M-V/def2-TZVPD) for a single C9H11NO2 molecule.

HOMO-LUMO gap: 0.3476 Ha
structure (SMILES): [H]/N=C(/OCC)c1ccccc1O

Atoms and positions in Å:
H1 -0.37473 2.53418 -0.08758
N1 -1.14813 1.88393 0.00015
C1 -0.80885 0.63283 0.01477
O1 -1.78594 -0.29217 -0.01044
C2 -3.14097 0.18788 -0.00495
C3 -4.05948 -1.02411 0.01412
C4 0.55857 0.00446 -0.01538
C5 0.65176 -1.39073 0.01557
C6 1.88613 -2.05128 0.00480
C7 3.04673 -1.25681 -0.00330
C8 2.94751 0.10793 -0.01505
C9 1.73576 0.77024 0.00681
O2 1.64914 2.11836 0.02086
H2 -3.25851 0.79102 -0.92026
H3 -3.26391 0.84542 0.86814
H4 -5.13092 -0.73445 -0.04639
H5 -3.93056 -1.69742 -0.84806
H6 -3.86842 -1.59592 0.93650
H7 -0.30064 -1.94042 -0.04482
H8 1.91310 -3.15563 -0.02672
H9 3.96608 -1.84630 0.01725
H10 3.91590 0.61074 0.00581
H11 2.56092 2.50922 -0.04264

***

Stability, descending: version ii, version i